This record from the Open Molecules 2025 dataset describes a structure of composition H24O12Xe. The level of theory is ωB97M-V with the def2-TZVPD basis set.

Geometry as XYZ:
```
37
H24O12Xe (ωB97M-V with the def2-TZVPD basis set)
Xe -11.9618 2.1660 13.0568
O -10.5366 5.1691 10.9456
H -9.9526 4.9526 11.6725
H -11.1616 5.7917 11.3170
O -11.4676 5.6155 14.6083
H -10.8319 6.1781 15.0505
H -12.1500 5.4642 15.2623
O -13.2260 0.3312 10.4875
H -13.0808 -0.5751 10.2156
H -12.3529 0.6608 10.7001
O -10.6213 1.5202 9.8141
H -10.4985 1.8535 8.9253
H -9.7626 1.6140 10.2264
O -9.4285 0.9402 16.3470
H -10.1115 1.5783 16.5534
H -9.8416 0.0897 16.4964
O -8.3206 -0.4413 12.7784
H -8.5578 0.2323 13.4157
H -9.0456 -0.4462 12.1533
O -9.2009 4.7314 13.3551
H -9.8963 4.9644 13.9702
H -9.0274 3.8062 13.5283
O -12.6318 -1.4142 13.8097
H -13.4058 -0.8555 13.8799
H -12.7122 -2.0285 14.5394
O -8.4255 2.1245 13.9197
H -7.5068 2.2885 14.1325
H -8.8052 1.7942 14.7339
O -16.0374 2.0956 12.7399
H -16.1840 1.3233 12.1937
H -15.6575 2.7419 12.1447
O -12.5316 3.9320 8.6382
H -13.0488 3.2163 8.2687
H -12.1910 3.5819 9.4614
O -10.6740 -1.5185 11.4867
H -11.3020 -1.4273 12.2033
H -11.2011 -1.4288 10.6928
```

As for the charge: 0. The lowest unoccupied orbital energy is -0.304 eV. The gap between HOMO and LUMO comes out at 10.080 eV. For the HOMO energy, the calculation gives -10.384 eV.

How positive or negative is each atom? The natural (NBO) charges in e answer that: Xe 0.003; O -0.976; H 0.493; H 0.462; O -0.943; H 0.476; H 0.484; O -0.956; H 0.457; H 0.492; O -0.968; H 0.486; H 0.486; O -0.951; H 0.477; H 0.488; O -0.968; H 0.469; H 0.483; O -0.989; H 0.477; H 0.494; O -0.956; H 0.484; H 0.477; O -0.969; H 0.487; H 0.499; O -0.943; H 0.471; H 0.473; O -0.945; H 0.461; H 0.484; O -0.955; H 0.495; H 0.460


This record from the Open Molecules 2025 dataset describes a cluster of 13 separate species, H24O16P in total. The level of theory is ωB97M-V with the def2-TZVPD basis set.

Geometry as XYZ:
```
41
H24O16P (ωB97M-V with the def2-TZVPD basis set)
P 0.1655 -0.2509 -0.3810
O -0.0921 0.7685 -1.5299
O -0.9357 -1.3429 -0.2928
O 0.2340 0.6097 0.9865
O 1.5793 -0.8977 -0.6356
O -1.2211 -2.7302 2.0037
H -1.1399 -2.2294 1.1452
H -0.7475 -2.1972 2.6473
O 2.3669 -2.4183 1.6276
H 2.3924 -2.0136 0.7339
H 1.7521 -1.8656 2.1203
O 3.2371 0.8537 0.3953
H 2.8738 1.2965 1.1610
H 2.5365 0.1766 0.1225
O -2.1814 1.4386 1.7045
H -2.7713 1.2501 0.9720
H -1.2707 1.2413 1.3421
O -1.2492 -1.4775 -2.9467
H -1.1059 -1.6156 -1.9774
H -0.9955 -0.5666 -3.0964
O 0.1956 -0.6211 3.3785
H 0.0288 -0.3244 2.4433
H 0.3729 0.1901 3.8557
O 1.4366 2.3902 2.5487
H 1.0299 2.5261 3.4082
H 0.8755 1.6917 2.1104
O -2.4751 1.8250 -1.2764
H -3.0245 1.0346 -1.2147
H -1.5369 1.4654 -1.3793
O -0.8300 1.2092 -4.1471
H -0.4580 1.3324 -3.2424
H -0.2263 1.6863 -4.7214
O -3.4729 -0.9451 -0.8232
H -2.5855 -1.0334 -0.3695
H -3.7352 -1.8470 -1.0108
O 3.3540 -2.6160 -1.4713
H 2.6857 -1.8891 -1.2976
H 3.8904 -2.2792 -2.1924
O 0.4620 3.0895 -0.1022
H 0.5371 2.1993 0.3421
H 0.0487 2.8858 -0.9407
```

As for the charge: -3. The lowest unoccupied orbital energy is 7.533 eV. The gap between HOMO and LUMO comes out at 7.168 eV. For the HOMO energy, the calculation gives 0.366 eV.

How positive or negative is each atom? The natural (NBO) charges in e answer that: P 2.607; O -1.285; O -1.256; O -1.309; O -1.269; O -1.033; H 0.516; H 0.474; O -1.005; H 0.511; H 0.474; O -1.035; H 0.465; H 0.511; O -1.029; H 0.470; H 0.511; O -1.034; H 0.502; H 0.488; O -1.023; H 0.530; H 0.457; O -0.989; H 0.437; H 0.520; O -1.048; H 0.475; H 0.505; O -0.982; H 0.528; H 0.438; O -1.020; H 0.526; H 0.453; O -1.006; H 0.530; H 0.433; O -1.013; H 0.506; H 0.470


This record from the Open Molecules 2025 dataset describes a cluster of 13 separate species, H25O13 in total. The level of theory is ωB97M-V with the def2-TZVPD basis set.

Geometry as XYZ:
```
38
H25O13 (ωB97M-V with the def2-TZVPD basis set)
O 1.3942 3.8505 -1.0172
H -0.9110 -0.4580 0.4597
H -0.1104 2.6063 1.3232
O -3.8753 -0.3691 -1.6609
H -3.0418 -0.2440 -1.7218
H 1.7234 0.4321 3.4000
O 0.7222 2.1878 1.4267
H 0.8035 1.4902 0.9422
O -1.8593 -2.5164 2.4831
H -2.3112 -2.3453 1.5321
H -0.9464 -2.2670 2.3237
O -2.0749 -0.2766 -3.8872
H 1.6474 4.1526 -0.1076
H -1.2146 -0.3569 -3.5101
O 2.4047 -0.1639 1.6552
H 2.8361 0.3987 1.1672
H 1.8091 -0.7992 1.2242
O 0.8703 0.0717 3.5298
H 2.8675 0.0575 -1.6044
H -2.2649 1.8592 0.0919
O -0.1938 0.0703 0.2375
H -2.5006 0.5298 -3.9264
H 0.4090 0.2247 2.7428
O -2.3287 2.2457 -0.7825
H -3.9892 -1.2214 -1.0122
H -0.2174 -0.0281 -1.2483
O 0.4621 -4.3580 -0.2807
H 0.1851 -3.7482 -0.9638
H 0.8204 -4.0340 0.4806
O 0.4554 -2.2274 1.3200
H 0.6477 -2.0728 2.2712
H -1.4109 2.4780 -1.0718
O 0.2038 0.1650 -2.2564
H 2.7030 1.0718 -0.3515
H 0.3267 -1.3275 0.9203
O 3.4568 0.4941 -0.8732
H 0.2589 1.0728 -2.0632
H 2.2431 3.3550 -1.1923
```

As for the charge: -1. The lowest unoccupied orbital energy is 2.581 eV. The gap between HOMO and LUMO comes out at 9.550 eV. For the HOMO energy, the calculation gives -6.970 eV.

How positive or negative is each atom? The natural (NBO) charges in e answer that: O -0.942; H 0.431; H 0.467; O -0.909; H 0.459; H 0.486; O -0.956; H 0.481; O -0.956; H 0.453; H 0.471; O -0.997; H 0.476; H 0.512; O -0.965; H 0.454; H 0.499; O -0.965; H 0.503; H 0.478; O -1.222; H 0.472; H 0.476; O -0.954; H 0.449; H 0.506; O -0.974; H 0.480; H 0.492; O -1.003; H 0.480; H 0.477; O -1.059; H 0.454; H 0.492; O -0.961; H 0.448; H 0.467


This record from the Open Molecules 2025 dataset describes a cluster of 13 separate species, H25O13 in total. The level of theory is ωB97M-V with the def2-TZVPD basis set.

Geometry as XYZ:
```
38
H25O13 (ωB97M-V with the def2-TZVPD basis set)
O 0.2278 -2.2198 -2.7864
H 3.1120 0.8197 2.0949
H -0.5301 -2.2627 -0.0780
O 0.2344 0.2508 -2.6603
H -0.2051 0.0762 -1.8670
H -0.4932 1.1099 0.8097
O -0.4687 -1.9956 0.7639
H -0.7900 -0.8267 0.1624
O 0.7636 3.2726 -1.5016
H 1.2190 2.8658 -2.1890
H 0.9398 2.6679 -0.8226
O -3.0580 -2.2124 -1.9464
H 1.0946 -2.1195 -2.4967
H -3.5878 -1.6343 -2.3767
O 2.7603 -1.1036 3.0364
H 3.0959 -1.7811 2.4564
H 1.7098 -1.3381 3.0037
O -0.1191 1.4925 1.7594
H -3.1399 -1.6933 0.8524
H 3.2575 2.4277 -1.3820
O 3.0724 1.7275 2.4763
H -3.0984 -2.1419 -1.0555
H 0.3107 0.7030 2.0224
O 3.0486 1.5787 -1.2048
H 0.1032 -0.5267 -3.0499
H 1.6619 -0.5565 -1.0044
O -3.5163 2.8909 1.3674
H -3.3441 1.9706 1.4454
H -2.4901 3.3657 1.4084
O -0.9241 0.1541 -0.2685
H -1.7908 0.2263 -0.4690
H 2.7784 1.6217 -0.3343
O 1.7115 -1.1182 -0.2568
H -3.1791 -2.6761 1.9067
H 2.7257 1.5110 3.3925
O -3.7544 -2.4072 1.1999
H 0.8754 -1.2524 0.2667
H -0.0589 -3.0388 -2.5233
```

As for the charge: -1. The lowest unoccupied orbital energy is 2.851 eV. The gap between HOMO and LUMO comes out at 9.385 eV. For the HOMO energy, the calculation gives -6.533 eV.

How positive or negative is each atom? The natural (NBO) charges in e answer that: O -0.948; H 0.490; H 0.423; O -0.976; H 0.480; H 0.493; O -1.152; H 0.476; O -0.939; H 0.467; H 0.470; O -0.934; H 0.484; H 0.463; O -0.967; H 0.480; H 0.490; O -1.030; H 0.468; H 0.454; O -0.962; H 0.469; H 0.448; O -0.925; H 0.461; H 0.479; O -0.961; H 0.469; H 0.492; O -1.010; H 0.457; H 0.472; O -1.048; H 0.478; H 0.468; O -0.948; H 0.492; H 0.475


This record from the Open Molecules 2025 dataset describes a cluster of 13 separate species, H25O13 in total. The level of theory is ωB97M-V with the def2-TZVPD basis set.

Geometry as XYZ:
```
38
H25O13 (ωB97M-V with the def2-TZVPD basis set)
O 0.3822 -2.3394 -1.6937
H 1.8002 -0.4441 3.1589
H -1.1112 0.1251 1.8095
O -0.3279 2.5986 -1.1624
H -0.9680 2.2656 -0.4820
H 2.9942 0.1273 2.3442
O -2.0256 0.2792 2.0308
H -1.9917 0.3721 2.9170
O -2.4879 -2.5544 -1.5126
H -2.0040 -2.9110 -2.2881
H -1.6461 -2.0908 -1.0044
O -0.2380 1.1009 3.7034
H 1.4501 -0.3548 1.0197
H -0.2355 2.0935 3.8944
O 0.9656 3.0744 -3.3325
H 0.0213 2.7621 -3.5937
H 0.8722 2.8345 -2.3153
O 1.6558 2.9332 0.4922
H 1.0297 3.1290 -0.1414
H 0.6274 -1.7146 -2.2948
O 2.6736 0.1203 3.1956
H 0.6481 0.8251 3.8904
H 0.8295 -0.3912 -0.6806
O 0.7275 -0.9817 0.5620
H 1.3084 3.1490 1.4057
H 0.0342 1.6284 -1.3610
O 2.9856 -1.5900 -1.1638
H 2.1833 -1.3263 -0.4770
H 2.9078 -2.5795 -1.3559
O -1.7971 -2.2164 1.7281
H -2.0447 -1.3699 1.7655
H -1.0041 -2.4689 1.2732
O 0.9324 0.1802 -1.7223
H 1.7344 0.1956 -2.1929
H 0.6080 -2.0825 -0.7104
O -4.2577 -0.6064 -1.8327
H -3.3559 -0.2738 -1.7790
H -3.8760 -1.4985 -2.0941
```

As for the charge: -1. The lowest unoccupied orbital energy is 2.291 eV. The gap between HOMO and LUMO comes out at 9.502 eV. For the HOMO energy, the calculation gives -7.211 eV.

How positive or negative is each atom? The natural (NBO) charges in e answer that: O -1.024; H 0.476; H 0.493; O -1.039; H 0.491; H 0.476; O -0.937; H 0.472; O -0.986; H 0.476; H 0.515; O -0.960; H 0.451; H 0.478; O -0.971; H 0.462; H 0.491; O -0.965; H 0.486; H 0.488; O -0.946; H 0.481; H 0.504; O -1.178; H 0.457; H 0.530; O -1.017; H 0.495; H 0.472; O -0.986; H 0.474; H 0.482; O -1.114; H 0.487; H 0.505; O -0.966; H 0.457; H 0.490


This record from the Open Molecules 2025 dataset describes a structure of composition H26KrO13. The level of theory is ωB97M-V with the def2-TZVPD basis set.

Geometry as XYZ:
```
40
H26KrO13 (ωB97M-V with the def2-TZVPD basis set)
Kr 3.9282 -9.0918 14.5215
O 6.4541 -8.8516 11.6575
H 6.5807 -9.6676 12.1415
H 5.5296 -8.8604 11.4099
O 6.7486 -10.7784 13.6315
H 7.5702 -11.1170 13.9874
H 6.1784 -10.6818 14.3942
O 0.3360 -9.5996 13.4616
H 0.5856 -8.7615 13.0724
H 1.0390 -10.1992 13.2115
O 4.1646 -6.5979 16.5562
H 3.6748 -6.0263 15.9649
H 3.6350 -7.3931 16.6145
O 6.3066 -10.4581 16.2248
H 5.8064 -10.2589 17.0162
H 6.9514 -11.1075 16.5054
O 6.0039 -6.1647 12.7532
H 6.8060 -5.6556 12.6354
H 6.2625 -7.0669 12.5650
O 7.3111 -6.6115 15.3397
H 6.9391 -6.6748 14.4600
H 6.5909 -6.8515 15.9227
O 3.3914 -5.3057 14.0056
H 2.7247 -5.7328 13.4677
H 4.2234 -5.5963 13.6320
O 1.5352 -7.0996 12.5304
H 1.8640 -7.5050 11.7280
H 0.8380 -6.5140 12.2352
O 3.2917 -9.0468 10.8496
H 3.6367 -9.4928 10.0761
H 2.8355 -9.7319 11.3381
O 2.3684 -11.3087 12.4751
H 2.6526 -11.8714 13.1954
H 2.4435 -11.8597 11.6960
O 4.0365 -10.6387 18.0362
H 4.4863 -11.0312 18.7844
H 3.2805 -10.1925 18.4177
O 0.2125 -6.2652 15.4070
H -0.7140 -6.4912 15.3248
H 0.6635 -6.8916 14.8408
```

As for the charge: 0. The lowest unoccupied orbital energy is -0.243 eV. The gap between HOMO and LUMO comes out at 9.959 eV. For the HOMO energy, the calculation gives -10.202 eV.

How positive or negative is each atom? The natural (NBO) charges in e answer that: Kr 0.002; O -0.986; H 0.504; H 0.477; O -0.979; H 0.473; H 0.506; O -0.976; H 0.474; H 0.478; O -0.967; H 0.502; H 0.458; O -0.961; H 0.501; H 0.468; O -0.978; H 0.480; H 0.503; O -0.966; H 0.470; H 0.483; O -0.983; H 0.481; H 0.495; O -0.970; H 0.502; H 0.485; O -0.970; H 0.478; H 0.490; O -0.965; H 0.498; H 0.485; O -0.951; H 0.473; H 0.484; O -0.940; H 0.466; H 0.474


Q: Which strongest force on any atom values were calculated for the entries above? A: 0.9; 1.9; 11.6; 5.9; 7.1; 1.0, in eV Å⁻¹.
Q: Which energy values were calculated for the entries above? A: -1246.62278; -1559.73795; -993.03805; -993.06598; -993.06121; -3747.33854, in hartree.